Record 1
A cluster of 8 separate species, C32H63BrFO8P in total in a non-equilibrium geometry. Source: the Open Molecules 2025 dataset; level of theory: ωB97M-V/def2-TZVPD.

Element x y z (Å)
O (-2.72851, 1.48116, -1.84808)
C (-2.40818, 0.17450, -1.68043)
Br (-3.29953, -0.78747, -0.17050)
C (-1.32186, -0.44960, -2.73784)
P (-0.21525, -1.84077, -2.03789)
C (0.40138, -1.45906, -0.25743)
C (-0.33355, -2.44199, 0.86483)
F (-0.94345, -1.68334, 1.98983)
H (-0.62879, 0.40677, -3.15782)
H (-1.89429, -0.88480, -3.68972)
H (1.01069, -1.78252, -2.84619)
H (1.54942, -1.78517, -0.24182)
H (0.35308, -0.31465, 0.02865)
H (0.41886, -3.28855, 1.21535)
H (-1.21747, -2.97967, 0.26932)
C (-0.97345, 4.32652, 0.36808)
C (0.45471, 4.69354, 0.67850)
C (1.15554, 3.35664, 0.57283)
O (0.43505, 2.58466, -0.39776)
C (-0.80281, 3.25097, -0.68232)
H (-1.57829, 5.16838, 0.02179)
H (-1.45072, 3.90488, 1.26070)
H (0.83691, 5.37737, -0.08856)
H (0.58487, 5.16752, 1.65468)
H (1.12173, 2.81387, 1.52343)
H (2.20024, 3.45425, 0.26373)
H (-0.72561, 3.68487, -1.68521)
H (-1.62140, 2.52600, -0.67780)
C (-0.32456, -7.56501, 1.60466)
C (0.74500, -7.40877, 0.55472)
C (0.24976, -6.21109, -0.22626)
O (-0.47558, -5.38474, 0.69469)
C (-0.68716, -6.12684, 1.90372)
H (0.00552, -8.11432, 2.48998)
H (-1.18925, -8.08770, 1.17871)
H (1.70272, -7.17265, 1.03335)
H (0.88343, -8.29644, -0.06769)
H (-0.44138, -6.51258, -1.02049)
H (1.06552, -5.63572, -0.67340)
H (-0.03215, -5.70463, 2.67361)
H (-1.72518, -6.01436, 2.22861)
C (1.02840, 0.96905, 5.17089)
C (1.87389, 2.21286, 5.26481)
C (3.24029, 1.64410, 5.57962)
O (3.30406, 0.34986, 4.96480)
C (1.98509, -0.01699, 4.53706)
H (0.11060, 1.10407, 4.59305)
H (0.75415, 0.62986, 6.17691)
H (1.89540, 2.72078, 4.29340)
H (1.52522, 2.92609, 6.01598)
H (3.37575, 1.50885, 6.65792)
H (4.05273, 2.27157, 5.20187)
H (1.95767, 0.05057, 3.44403)
H (1.77704, -1.05027, 4.82817)
C (6.88016, 1.43255, 3.61089)
C (6.95953, 2.93702, 3.64229)
C (8.30009, 3.19724, 2.99049)
O (8.52184, 2.13251, 2.05545)
C (7.54650, 1.10779, 2.29188)
H (5.86076, 1.04464, 3.68037)
H (7.46457, 1.01270, 4.43826)
H (6.15691, 3.36352, 3.02912)
H (6.88422, 3.36062, 4.64699)
H (9.11137, 3.17072, 3.72566)
H (8.33313, 4.15812, 2.46888)
H (6.82662, 1.13520, 1.46662)
H (8.03390, 0.12896, 2.29745)
C (-2.29150, -6.20740, -4.30608)
C (-1.22195, -6.05116, -5.35602)
C (-1.71719, -4.85348, -6.13701)
O (-2.44252, -4.02713, -5.21606)
C (-2.65411, -4.76923, -4.00703)
H (-1.96143, -6.75671, -3.42076)
H (-3.15620, -6.73009, -4.73204)
H (-0.26422, -5.81504, -4.87739)
H (-1.08352, -6.93883, -5.97844)
H (-2.40832, -5.15497, -6.93124)
H (-0.90142, -4.27811, -6.58415)
H (-1.99910, -4.34702, -3.23714)
H (-3.69213, -4.65675, -3.68214)
C (-7.23391, 0.06648, 1.33447)
C (-6.67299, 1.29117, 0.65900)
C (-7.84262, 1.75231, -0.18299)
O (-9.03509, 1.36507, 0.51356)
C (-8.67343, 0.46724, 1.57202)
H (-6.71029, -0.20700, 2.25398)
H (-7.19209, -0.78779, 0.64831)
H (-6.43131, 2.05147, 1.41107)
H (-5.77378, 1.09539, 0.06942)
H (-7.84978, 1.25601, -1.15921)
H (-7.84398, 2.83456, -0.34173)
H (-8.78383, 1.00616, 2.51934)
H (-9.35256, -0.38977, 1.57686)
C (0.52659, 5.64461, -5.10027)
C (1.71275, 4.81665, -4.67807)
C (2.05244, 5.41409, -3.32999)
O (0.82358, 5.89085, -2.76454)
C (-0.18469, 5.87281, -3.78449)
H (-0.10530, 5.15818, -5.84764)
H (0.86938, 6.60184, -5.51081)
H (1.41004, 3.76983, -4.55720)
H (2.54724, 4.85212, -5.38297)
H (2.72714, 6.27051, -3.43338)
H (2.51172, 4.68774, -2.65328)
H (-0.87359, 5.05160, -3.55851)
H (-0.74391, 6.81231, -3.76690)

As for the net charge: 0. The orbital gap comes out at 8.56 eV. The SMILES is O=C(Br)CPCCF.C1CCOC1.C1CCOC1.C1CCOC1.C1CCOC1.C1CCOC1.C1CCOC1.C1CCOC1. For the HOMO energy, the calculation gives -8.7 eV.

Atomic partial charges in e from the Mulliken method, atoms 1 to 6: number 1, O, carries -0.57; number 2, C, carries 0.36; number 3, Br, carries -0.06; number 4, C, carries -0.24; number 5, P, carries -0.09; number 6, C, carries -0.31

---

Record 2
A cluster of 2 separate species, C2H7NO3S2 in total in a non-equilibrium geometry. Source: the Open Molecules 2025 dataset; level of theory: ωB97M-V/def2-TZVPD.

Element x y z (Å)
C (2.00740, 0.32855, 0.59853)
C (2.09747, -1.00939, 0.70667)
N (-1.09785, 0.45792, 0.52501)
O (-1.45073, -0.12797, -1.89636)
O (0.46163, 1.37225, -1.16140)
O (-1.49052, -0.82031, 0.82233)
S (-2.60803, 1.56541, 0.23731)
S (-0.06678, 0.08068, -0.83919)
H (-1.36219, -0.28676, -3.05383)
H (1.34628, 0.97415, 1.26569)
H (2.58569, 0.90052, -0.09609)
H (1.51679, -1.47728, 1.50481)
H (2.86622, -1.74819, 0.26116)
H (-1.57677, -0.93895, 1.80233)
H (-3.22861, 0.72937, -0.67697)

As for the net charge: 0. The orbital gap comes out at 9.41 eV. For the HOMO energy, the calculation gives -9.3 eV.

Atomic partial charges in e from the natural (NBO) method, atoms 1 to 6: number 1, C, carries -0.42; number 2, C, carries -0.41; number 3, N, carries -0.45; number 4, O, carries -0.98; number 5, O, carries -0.92; number 6, O, carries -0.59